117
Properties=species:S:1:pos:R:3:forces:R:3:mulliken_charge:R:1 method="wB97M-V/def2-TZVPD" charge=0 gap_ev=5.64 homo_ev=-6.71
Pt -0.12020 0.16670 0.29950 -2.7 -1.1 -1.1 2.635
C -3.82820 4.01770 2.67570 -0.1 0.0 0.0 -0.599
C -3.12690 2.84280 2.88600 -0.1 0.0 0.1 -0.924
C -2.45250 2.24410 1.84060 0.2 -0.2 0.0 -0.487
C -2.47150 2.81320 0.56870 0.4 0.1 0.2 1.428
C -3.20500 3.97350 0.35370 0.1 0.0 -0.1 -0.589
C -3.86430 4.57710 1.40970 -0.2 0.0 0.0 -0.919
P -1.64730 1.85590 -0.74160 0.1 -1.4 0.9 -0.158
C -1.58570 2.85450 -2.25300 0.6 -0.1 -0.1 0.322
C -1.66880 2.17540 -3.46910 0.0 0.0 0.3 -0.835
C -1.48130 2.85200 -4.65750 0.0 0.0 -0.2 -0.849
C -1.20940 4.21130 -4.65340 0.1 0.0 0.0 -0.866
C -1.10750 4.88490 -3.44710 -0.1 0.2 -0.1 -0.714
C -1.27680 4.21160 -2.25240 -0.1 -0.2 0.1 -0.111
C -3.07130 0.78370 -1.09630 -0.1 0.0 -0.3 0.440
C -4.16590 1.24700 -1.78640 0.4 -0.1 0.2 -0.004
C -5.25900 0.40390 -2.01190 -0.2 -0.2 0.0 -1.066
C -5.25850 -0.86440 -1.49830 -0.1 0.2 -0.1 -0.856
C -4.18400 -1.33660 -0.71670 0.3 0.1 0.1 1.494
C -4.21720 -2.60330 -0.10480 0.1 -0.2 0.2 -1.019
C -3.19470 -2.98320 0.71640 -0.3 -0.1 -0.2 -1.117
C -2.07700 -2.15640 0.90920 0.4 0.4 0.4 0.528
C -1.94520 -0.94000 0.27140 0.9 0.9 0.2 -0.483
C -3.04470 -0.50590 -0.51980 -0.3 0.1 -0.3 -0.331
H -4.36240 4.48690 3.48910 0.0 0.1 0.1 0.404
H -3.10150 2.39280 3.86730 0.0 -0.1 0.1 0.477
H -1.89870 1.32290 2.00310 -0.1 0.2 0.0 0.279
H -3.27950 4.40130 -0.63490 0.0 0.1 0.0 0.416
H -4.41540 5.48910 1.23890 -0.1 0.1 0.0 0.451
H -1.87950 1.11320 -3.47560 0.0 0.0 0.0 0.656
H -1.54960 2.31680 -5.59310 0.0 0.0 -0.1 0.436
H -1.05490 4.74060 -5.58380 0.0 0.0 0.0 0.394
H -0.88250 5.94210 -3.43710 0.0 0.1 0.0 0.513
H -1.15250 4.73260 -1.31550 0.0 0.0 0.0 0.226
H -4.17690 2.26270 -2.15970 0.0 0.0 -0.1 0.525
H -6.10140 0.77240 -2.58020 -0.1 0.0 0.0 0.426
H -6.10350 -1.51800 -1.66180 -0.1 -0.1 0.0 0.409
H -5.06720 -3.24850 -0.27870 -0.1 -0.1 0.0 0.402
H -3.22080 -3.93890 1.21930 0.0 -0.1 0.0 0.466
H -1.33320 -2.51000 1.62010 -0.1 0.1 -0.2 0.287
C 2.76060 -2.76500 -0.46890 0.2 0.0 -0.2 -1.495
C 3.41900 -1.56640 0.18060 0.2 -0.2 0.1 -1.606
As 2.38990 0.09430 -0.17000 0.8 0.5 -0.4 0.590
C 3.87380 1.23520 0.36970 0.0 0.0 0.0 0.193
C 4.31960 1.13520 1.68400 -0.2 -0.3 0.0 -0.320
C 5.43260 1.84520 2.10020 0.1 -0.1 -0.1 -0.986
C 6.11110 2.65200 1.20240 0.1 -0.1 0.0 -0.706
C 5.66170 2.76820 -0.10220 0.1 -0.1 -0.1 -0.937
C 4.54170 2.06940 -0.51610 -0.1 -0.2 -0.2 -0.104
C 2.45690 0.01330 -2.09990 0.1 -0.1 -0.1 0.731
C 1.24340 -0.00230 -2.77640 -0.2 0.1 0.2 -0.119
C 1.21320 -0.09760 -4.15580 0.1 0.0 -0.1 -1.004
C 2.40090 -0.17480 -4.86480 0.0 0.0 -0.1 -0.766
C 3.61440 -0.17440 -4.19690 0.1 0.0 -0.1 -0.938
C 3.64220 -0.08930 -2.81710 0.1 0.0 0.2 -0.385
As 0.85580 -2.74220 0.04150 0.5 0.0 0.5 0.515
C 0.48390 -4.63060 -0.32610 -0.4 0.2 -0.2 0.258
C 0.80580 -5.10270 -1.59510 0.2 0.3 -0.1 -0.512
C 0.52920 -6.40720 -1.95810 0.1 -0.1 0.0 -0.718
C -0.07300 -7.26040 -1.04860 0.0 -0.1 0.0 -0.463
C -0.40910 -6.79940 0.21220 0.0 -0.1 0.1 -0.846
C -0.15330 -5.48570 0.56530 0.0 0.3 0.2 -0.385
C 1.19050 -2.81560 1.97310 -0.1 0.0 0.0 0.460
C 0.82850 -1.72900 2.76310 -0.2 0.0 -0.4 0.976
C 1.09770 -1.71240 4.12090 0.0 0.1 0.1 -1.091
C 1.73650 -2.79310 4.70800 0.0 0.0 0.0 -0.720
C 2.10740 -3.88070 3.93260 0.1 -0.1 0.0 -0.837
C 1.84030 -3.89020 2.57370 0.0 -0.1 -0.2 -0.230
H 3.23600 -3.70300 -0.15830 -0.2 0.1 0.0 0.666
H 2.84310 -2.69080 -1.55890 -0.1 0.0 0.1 0.633
H 4.43910 -1.40920 -0.19950 -0.3 0.1 0.1 0.830
H 3.49480 -1.72260 1.26430 0.0 0.2 -0.2 0.660
H 3.77980 0.50340 2.38640 0.1 0.1 0.0 0.260
H 5.77370 1.77200 3.12400 0.0 0.0 0.0 0.443
H 6.98990 3.19520 1.51910 0.0 0.1 0.0 0.365
H 6.18250 3.40590 -0.80250 0.0 0.1 0.0 0.435
H 4.16500 2.18090 -1.52650 0.1 0.0 0.1 0.355
H 0.31530 0.07900 -2.19870 0.3 -0.1 -0.3 0.059
H 0.26890 -0.10540 -4.68010 -0.1 0.0 0.0 0.477
H 2.38480 -0.23940 -5.94260 0.0 0.0 -0.1 0.392
H 4.54080 -0.23680 -4.75050 0.0 0.0 -0.1 0.429
H 4.59120 -0.09730 -2.29140 0.0 0.0 -0.1 0.399
H 1.28900 -4.43670 -2.30380 0.0 -0.1 0.0 0.327
H 0.79640 -6.76360 -2.94270 0.0 0.0 -0.1 0.416
H -0.28780 -8.28110 -1.32580 0.0 -0.1 0.0 0.381
H -0.85900 -7.47330 0.92770 -0.1 0.0 0.0 0.402
H -0.44230 -5.12270 1.54610 0.0 -0.1 0.0 0.488
H 0.31260 -0.87240 2.30000 0.1 -0.2 0.3 -0.279
H 0.80420 -0.85890 4.71570 0.0 0.1 0.0 0.558
H 1.94710 -2.79140 5.76780 0.0 0.0 0.1 0.401
H 2.60650 -4.72770 4.38450 0.0 0.0 0.0 0.430
H 2.13480 -4.74470 1.97110 0.0 0.0 0.1 0.461
S 1.46280 3.05110 -1.01420 0.0 0.2 0.0 -0.144
P 1.33840 3.46210 0.92060 0.1 0.2 0.6 -0.110
S 0.78530 1.98690 2.17780 0.1 0.5 0.4 -0.539
C 2.89110 4.21180 1.55720 -0.3 -0.2 -0.1 1.024
C 3.59160 5.08090 0.73300 0.0 0.0 0.0 -0.191
C 4.70060 5.74640 1.21780 0.0 0.1 0.0 -0.892
C 5.12270 5.53850 2.51990 0.0 0.1 0.1 -0.592
C 4.42650 4.66910 3.34060 0.0 0.2 0.1 -0.629
C 3.30670 4.01060 2.86410 -0.1 0.1 0.0 -0.531
C 0.27030 4.94220 1.13530 0.1 -0.4 -0.1 1.793
C -0.53500 5.13140 2.24690 0.1 0.0 0.0 -0.852
C -1.26520 6.30190 2.37170 0.0 0.1 0.1 -0.633
C -1.17600 7.29050 1.40670 -0.1 0.0 0.0 -0.713
C -0.35920 7.10570 0.30360 0.0 0.1 -0.1 -0.684
C 0.35820 5.93380 0.16580 0.0 0.1 0.0 -0.808
H 3.27120 5.22270 -0.28970 0.0 0.0 -0.1 0.358
H 5.23730 6.42660 0.57400 0.1 0.1 -0.1 0.445
H 5.99700 6.05200 2.88990 0.1 0.1 0.1 0.410
H 4.75810 4.50340 4.35440 0.0 0.0 0.1 0.486
H 2.75530 3.33050 3.49770 0.0 -0.1 0.0 0.380
H -0.58950 4.36270 3.00580 0.0 -0.1 0.0 0.471
H -1.89770 6.45130 3.23390 -0.1 0.0 0.1 0.467
H -1.73860 8.20710 1.51040 -0.1 0.1 0.0 0.430
H -0.27200 7.87890 -0.44560 0.0 0.1 -0.1 0.454
H 0.98490 5.77680 -0.69950 0.0 0.0 -0.1 0.373